This record from OMol25 describes 2 unconnected molecules or ions with the total composition C3H11N3. The level of theory is ωB97M-V with the def2-TZVPD basis set.

Each line ends with the Mulliken charge.
CARTESIAN COORDINATES (ANGSTROEM)
H (-1.328, -0.241, 4.138)  0.25
N (-1.603, 0.590, 3.620)  -0.66
C (-1.018, 0.556, 2.487)  0.18
N (-1.175, 1.548, 1.544)  -0.50
H (-0.215, -0.153, 2.318)  0.23
H (-0.295, 1.815, 1.118)  0.24
H (-1.557, 2.385, 1.968)  0.27
C (0.660, -1.373, -2.525)  -1.23
C (0.174, -0.573, -1.320)  -0.10
N (1.168, 0.452, -0.907)  -0.58
H (0.174, -2.305, -2.794)  0.34
H (0.588, -0.721, -3.402)  0.30
H (1.719, -1.604, -2.387)  0.34
H (-0.715, 0.012, -1.571)  0.22
H (-0.130, -1.168, -0.455)  0.27
H (1.763, 0.176, -0.138)  0.22
H (1.791, 0.602, -1.695)  0.22

LUMO level ... 0.90 eV
Charge ... 0
Kohn-Sham gap ... 10.400 eV
ΔE to the lowest compared entry with this formula, charge and spin ... 87.40 kJ/mol
SMILES string ... [H]/N=C/N.CCN

---

This record from OMol25 describes 2 unconnected molecules or ions with the total composition C3H11N3O. The level of theory is ωB97M-V with the def2-TZVPD basis set.

Each line ends with the Mulliken charge.
CARTESIAN COORDINATES (ANGSTROEM)
C (0.622, 0.764, 0.886)  -0.16
C (-0.819, -1.397, -0.465)  -0.90
C (-0.534, 1.335, 1.644)  -0.99
N (0.401, -0.619, -0.665)  0.41
N (-0.255, 1.534, -1.181)  -0.60
N (1.493, -1.442, -0.882)  -0.80
O (0.206, 0.371, -1.772)  -0.19
H (-1.266, 1.370, -1.040)  0.19
H (1.326, -2.103, -1.638)  0.27
H (2.279, -0.846, -1.121)  0.26
H (1.062, -0.103, 1.375)  0.34
H (1.360, 1.461, 0.522)  0.28
H (-0.734, -1.952, 0.468)  0.31
H (-1.650, -0.698, -0.402)  0.32
H (-0.984, -2.087, -1.298)  0.35
H (-0.819, 2.312, 1.261)  0.30
H (-0.276, 1.418, 2.710)  0.34
H (-1.412, 0.683, 1.599)  0.27

LUMO level (alpha / beta) ... 0.70 / 0.70 eV
Charge ... 0
Kohn-Sham gap (alpha / beta) ... 8.033 / 8.035 eV
ΔE to the lowest compared entry with this formula, charge and spin ... 787.27 kJ/mol

---

This record from OMol25 describes 2 unconnected molecules or ions with the total composition C3H11N3O. The level of theory is ωB97M-V with the def2-TZVPD basis set.

Each line ends with the Mulliken charge.
CARTESIAN COORDINATES (ANGSTROEM)
N (-1.318, 1.493, -0.012)  -0.59
C (-0.248, 0.711, -0.506)  -0.06
C (0.607, 0.061, 0.569)  0.15
N (0.011, 0.246, 1.884)  -0.63
N (1.992, 0.465, 0.393)  -0.64
H (-1.833, 1.006, 0.712)  0.24
H (-1.933, 1.842, -0.735)  0.23
H (-0.632, -0.274, -1.163)  -0.20
H (0.363, 1.272, -1.214)  0.35
H (0.560, -1.045, 0.355)  0.38
H (0.071, 1.218, 2.169)  0.23
H (0.474, -0.335, 2.573)  0.24
H (2.612, -0.099, 0.962)  0.24
H (2.124, 1.439, 0.640)  0.23
C (-0.706, -1.887, -1.627)  -0.21
O (-0.092, -2.469, -0.726)  -0.52
H (-1.810, -1.902, -1.657)  0.27
H (-0.244, -1.744, -2.618)  0.29

LUMO level ... 0.74 eV
Charge ... 0
Kohn-Sham gap ... 9.691 eV
ΔE to the lowest compared entry with this formula, charge and spin ... 251.90 kJ/mol
SMILES string ... NCC(N)N.C=O

---

This record from OMol25 describes 2 unconnected molecules or ions with the total composition C3H11N3O. The level of theory is ωB97M-V with the def2-TZVPD basis set.

Each line ends with the Mulliken charge.
CARTESIAN COORDINATES (ANGSTROEM)
C (-1.611, 0.324, -0.503)  -1.04
C (-0.505, 0.563, -1.210)  0.05
C (-0.093, -0.237, -2.405)  -1.00
H (-1.949, 1.006, 0.260)  0.36
H (-2.257, -0.510, -0.736)  0.32
H (0.042, 1.483, -1.046)  0.37
H (-0.694, -1.138, -2.500)  0.30
H (-0.210, 0.359, -3.311)  0.33
H (0.957, -0.527, -2.337)  0.30
N (-0.014, -1.272, 1.618)  -0.47
N (1.150, -0.653, 1.129)  -0.13
N (1.575, 0.323, 2.015)  -0.28
O (0.796, 1.546, 1.925)  -0.43
H (-0.861, -0.861, 1.174)  0.27
H (0.027, -2.256, 1.374)  0.25
H (0.966, -0.252, 0.163)  0.18
H (2.509, 0.611, 1.731)  0.28
H (0.171, 1.491, 2.659)  0.34

LUMO level ... 1.04 eV
Charge ... 0
Kohn-Sham gap ... 10.250 eV
ΔE to the lowest compared entry with this formula, charge and spin ... 456.34 kJ/mol
SMILES string ... C=CC.NNNO

---

This record from OMol25 describes 2 unconnected molecules or ions with the total composition C3H11N3O. The level of theory is ωB97M-V with the def2-TZVPD basis set.

Each line ends with the Mulliken charge.
CARTESIAN COORDINATES (ANGSTROEM)
C (-0.003, -2.088, -0.135)  -1.02
C (1.052, -1.287, -0.339)  0.04
N (1.091, -0.219, -1.191)  -0.03
N (-0.007, 0.146, -1.996)  -0.69
H (0.054, -2.896, 0.568)  0.22
H (-0.923, -1.993, -0.697)  0.31
H (1.968, -1.428, 0.221)  0.35
H (1.988, 0.074, -1.555)  0.21
H (-0.296, -0.640, -2.582)  0.27
H (-0.785, 0.366, -1.367)  0.38
C (0.347, 1.846, 1.227)  -0.54
O (-0.301, 0.638, 1.524)  -0.23
N (-1.610, 0.459, 0.702)  -0.55
H (0.772, 1.820, 0.205)  0.24
H (1.128, 1.973, 1.975)  0.23
H (-0.348, 2.699, 1.280)  0.29
H (-1.893, -0.506, 0.881)  0.22
H (-2.233, 1.036, 1.279)  0.29

LUMO level ... 1.08 eV
Charge ... 0
Kohn-Sham gap ... 8.967 eV
ΔE to the lowest compared entry with this formula, charge and spin ... 443.83 kJ/mol
SMILES string ... C=CNN.CON

---

This record from OMol25 describes 2 unconnected molecules or ions with the total composition C3H11N3O2. The level of theory is ωB97M-V with the def2-TZVPD basis set.

Each line ends with the Mulliken charge.
CARTESIAN COORDINATES (ANGSTROEM)
N (0.281, -1.222, -2.075)  -0.57
C (0.253, -0.002, -1.264)  -0.81
C (0.485, -0.221, 0.218)  -0.13
N (0.593, 0.970, 1.050)  -0.22
C (0.311, 2.284, 0.655)  0.44
N (0.607, 2.819, -0.629)  -0.31
O (-0.328, 2.991, 1.421)  -0.62
H (-0.441, -1.860, -2.007)  0.23
H (1.280, -1.602, -1.956)  0.22
H (-0.730, 0.320, -1.325)  0.50
H (0.889, 0.771, -1.771)  0.27
H (-0.343, -0.890, 0.508)  0.08
H (1.338, -0.901, 0.607)  0.28
H (0.358, 0.768, 2.111)  0.27
H (1.042, 3.756, -0.614)  0.26
H (1.000, 2.229, -1.286)  0.09
O (-2.421, -3.234, 1.857)  -0.60
H (-1.688, -2.877, 2.222)  0.29
H (-2.486, -4.100, 2.277)  0.32

LUMO level ... 0.49 eV
Charge ... 0
Kohn-Sham gap ... 9.637 eV
ΔE to the lowest compared entry with this formula, charge and spin ... 208.21 kJ/mol
SMILES string ... NCCNC(N)=O.O